# 1
{
  "formula": "C4H11NO",
  "method": "ωB97M-V with the def2-TZVPD basis set",
  "gap_ev": 10.68,
  "smiles": "C=CC.NCO",
  "total_energy_ha": -288.9486,
  "homo_energy_ev": -9.75,
  "e_above_lowest_kcal_mol": 42.92,
  "elements": ["C", "C", "C", "H", "H", "H", "H", "H", "H", "N", "C", "O", "H", "H", "H", "H", "H"],
  "coordinates": [[-4.00073, 0.57977, 1.49598], [-4.77539, -0.34425, 0.95527], [-5.19935, -1.60563, 1.67441], [-3.72937, 1.50068, 0.99308], [-3.76521, 0.57185, 2.54743], [-5.13907, -0.26476, -0.05959], [-4.47449, -2.40117, 1.79129], [-5.57796, -1.32623, 2.65643], [-6.06463, -2.02315, 1.14603], [5.14258, -0.25275, -2.26939], [5.37591, 1.16230, -1.94275], [6.02097, 1.37614, -0.71275], [5.92001, -0.72143, -1.80072], [4.30541, -0.55999, -1.78239], [6.08046, 1.48209, -2.71319], [4.42980, 1.70619, -2.00265], [5.45107, 1.12034, 0.02352]],
  "forces_ev_per_a": [[-0.49, 0.76, 0.03], [0.46, -0.81, 0.12], [-1.24, 0.52, -0.11], [0.00, -0.15, -0.22], [0.32, -0.34, 0.21], [0.21, 0.20, -0.21], [0.42, 0.10, -0.15], [0.15, -0.15, 0.24], [0.19, -0.12, 0.10], [0.01, 0.48, 0.98], [0.04, -0.76, -0.85], [0.17, 0.10, 0.42], [-0.15, -0.28, -0.40], [0.01, -0.15, -0.06], [-0.13, 0.54, 0.27], [0.09, 0.04, -0.15], [-0.04, 0.05, -0.21]],
  "mulliken_charge": [-0.7467, 0.0600, -0.9525, 0.2572, 0.2494, 0.2974, 0.2638, 0.2819, 0.2896, -0.5882, -0.2120, -0.5290, 0.2792, 0.2184, 0.2296, 0.3113, 0.2908]
}

=====

# 2
{
  "formula": "C6H9F2NS",
  "method": "ωB97M-V with the def2-TZVPD basis set",
  "gap_ev": 9.38,
  "smiles": "FC1(F)CC1.C1=NCCS1",
  "total_energy_ha": -886.6014,
  "homo_energy_ev": -8.52,
  "e_above_lowest_kcal_mol": 0.00,
  "elements": ["F", "C", "F", "C", "C", "H", "H", "H", "H", "C", "N", "C", "C", "S", "H", "H", "H", "H", "H"],
  "coordinates": [[-0.60927, 1.56937, -0.25813], [-1.21111, 0.62197, -0.96046], [-1.54337, -0.37521, -0.19694], [-0.73477, 0.10592, -2.30116], [-2.03789, 0.92799, -2.16587], [-0.63662, -0.99777, -2.48341], [-0.01797, 0.83235, -2.83919], [-2.14707, 1.92915, -2.53749], [-2.98488, 0.36231, -2.24399], [1.19654, 0.82992, 2.46292], [0.61428, -0.20751, 2.77317], [0.75049, -1.26869, 1.85770], [1.73186, -0.88792, 0.71116], [2.21881, 0.88202, 1.02270], [0.97323, 1.83622, 2.73148], [-0.24846, -1.61613, 1.49486], [1.11841, -2.08148, 2.38727], [2.47921, -1.67212, 0.66059], [1.08857, -0.79037, -0.11519]],
  "forces_ev_per_a": [[0.33, 0.63, 0.27], [0.67, 0.20, -3.47], [-1.27, -1.52, 2.05], [1.70, 2.49, -0.94], [-1.60, -1.96, 0.93], [-0.46, 1.42, 0.11], [-0.61, -1.81, 0.98], [0.54, 0.22, -0.19], [0.54, 0.36, 0.20], [0.63, 1.54, -1.87], [-1.95, -0.02, 1.50], [-0.15, -0.04, -0.96], [-0.77, 0.53, 1.04], [0.53, -1.50, -0.11], [-0.03, 0.46, 1.49], [0.68, 0.65, 0.12], [0.84, -1.79, 0.99], [0.44, 0.53, -0.47], [-0.08, -0.41, -1.67]],
  "mulliken_charge": [-0.2546, 0.8266, -0.2803, -0.5688, -0.7125, 0.2793, 0.2059, 0.2860, 0.2238, -0.0198, -0.4705, -0.5444, -0.0327, -0.1780, 0.4026, 0.1829, 0.3621, 0.3959, -0.1035]
}

=====

# 3
{
  "formula": "C2H2ErO3",
  "method": "ωB97M-V with the def2-TZVPD basis set",
  "spin_multiplicity": 4,
  "gap_ev": [6.79, 6.04],
  "total_energy_ha": -1316.5981,
  "homo_energy_ev": [-24.24, -24.24],
  "charge": 3,
  "elements": ["H", "O", "O", "C", "C", "Er", "O", "H"],
  "coordinates": [[0.22248, 0.00975, 1.44522], [-0.91395, -1.06355, -0.77156], [0.13108, -1.70431, -0.02277], [-0.55190, 0.11557, -0.26395], [0.59267, -0.41875, 0.42078], [3.03241, 0.11338, -0.07006], [-1.06896, 1.18668, -0.71233], [-1.44382, 1.76123, -0.02534]],
  "forces_ev_per_a": [[1.17, -1.63, -0.11], [-0.04, 1.36, 0.91], [0.76, -0.27, 0.56], [-0.92, -0.85, -4.22], [0.68, 1.76, 1.65], [-1.28, -0.57, 0.29], [-0.01, -0.67, 0.84], [-0.36, 0.88, 0.08]],
  "mulliken_spin": [0.0016, -0.0013, 0.0008, 0.0025, -0.0190, 3.0155, 0.0000, -0.0001]
}

=====

# 4
{
  "formula": "C3H2NO3",
  "method": "ωB97M-V with the def2-TZVPD basis set",
  "gap_ev": 6.90,
  "total_energy_ha": -395.9449,
  "homo_energy_ev": -3.23,
  "e_above_lowest_kcal_mol": 82.12,
  "charge": -1,
  "elements": ["C", "C", "C", "N", "O", "O", "O", "H", "H"],
  "coordinates": [[-2.27258, 0.45316, -0.78803], [1.37923, -0.16396, -0.08257], [1.44224, -0.17531, 1.33811], [-1.85508, -0.33124, 0.00281], [0.98356, 0.04130, -1.20246], [-3.01592, 0.89838, -1.54800], [2.34374, -0.99875, 0.37585], [1.87779, 0.72723, 1.53232], [-0.88298, -0.45084, 0.37196]],
  "forces_ev_per_a": [[-0.64, -1.80, 0.30], [0.64, -1.81, 0.66], [-3.01, -1.40, -0.85], [2.56, -0.70, 1.98], [-0.26, 0.54, -0.39], [-0.89, 2.19, -1.80], [0.69, 0.11, -0.83], [1.93, 2.57, 1.22], [-1.00, 0.29, -0.28]],
  "mulliken_charge": [0.5348, 0.7664, -0.7205, -0.4633, -0.6339, -0.4498, -0.4363, 0.0471, 0.3554]
}

=====

# 5
{
  "formula": "C21H22N3OS2",
  "method": "ωB97M-V with the def2-TZVPD basis set",
  "gap_ev": 6.13,
  "total_energy_ha": -1849.0879,
  "homo_energy_ev": -9.75,
  "e_above_lowest_kcal_mol": 0.00,
  "charge": 1,
  "elements": ["O", "S", "S", "C", "C", "C", "C", "C", "C", "C", "C", "C", "C", "C", "C", "C", "C", "C", "C", "N", "N", "N", "C", "C", "C", "C", "C", "H", "H", "H", "H", "H", "H", "H", "H", "H", "H", "H", "H", "H", "H", "H", "H", "H", "H", "H", "H", "H", "H"],
  "coordinates": [[3.24792, 1.12350, -0.63825], [-0.32405, -0.05759, -0.40965], [3.70483, -1.86967, -0.73403], [2.03738, 0.96106, -0.68375], [-1.20282, 2.51156, 0.00055], [-0.16396, 1.65884, -0.37861], [1.37790, -0.31827, -0.69776], [1.97735, -1.60181, -0.81711], [4.17368, -5.88123, -0.22771], [2.83520, -6.27261, -0.25532], [-4.49694, 0.69169, -0.01204], [4.52263, -4.54150, -0.37468], [1.82082, -5.30353, -0.39721], [-5.01739, 1.08234, 1.20481], [-3.25475, 1.17397, -0.35303], [3.49289, -3.57239, -0.56499], [2.15318, -3.93901, -0.57820], [-4.30896, 1.96192, 2.02886], [-2.53925, 2.06311, 0.46608], [1.29548, -2.81451, -0.84524], [1.14822, 2.04936, -0.69965], [-3.10459, 2.43962, 1.62028], [0.10703, -2.99842, -1.68739], [0.98281, 3.80345, -2.45591], [-1.38626, 2.47794, 3.43269], [1.54020, 3.42062, -1.03290], [-2.38328, 3.25032, 2.58934], [-0.94956, 3.56088, 0.04794], [4.93376, -6.62784, -0.10708], [2.59741, -7.33585, -0.14163], [-5.01979, 0.01958, -0.66319], [5.54832, -4.22422, -0.30111], [0.78636, -5.59135, -0.38783], [-5.95266, 0.69774, 1.56383], [-2.84229, 0.90132, -1.32802], [-4.71466, 2.30028, 2.99306], [0.32557, -3.67849, -2.46096], [-0.15108, -2.07119, -2.15015], [-0.72193, -3.35625, -1.09373], [-0.10532, 4.04426, -2.43123], [1.14264, 2.95391, -3.14115], [1.54461, 4.66236, -2.86976], [-1.88909, 1.60756, 3.85630], [-1.04526, 3.12155, 4.25295], [-0.54714, 2.11698, 2.86647], [2.64289, 3.51248, -1.05116], [1.14070, 4.13401, -0.28262], [-3.13959, 3.73611, 3.26053], [-1.81914, 4.01741, 2.06943]],
  "forces_ev_per_a": [[-0.41, -0.03, -0.36], [-0.63, -0.65, 0.06], [0.01, 1.03, 0.05], [2.01, 0.00, -0.14], [0.63, -0.40, 0.34], [-0.17, 1.44, 0.06], [0.33, -1.72, -0.45], [-0.62, 0.97, 0.69], [-0.33, 0.71, -0.26], [-0.57, 0.72, 0.04], [0.82, 0.27, 0.22], [-1.24, 0.56, 0.01], [0.46, 0.39, -0.30], [0.16, 0.79, 1.54], [-0.04, -0.09, -0.65], [0.72, -1.45, 0.38], [0.13, -0.38, -0.37], [-0.86, -0.85, -1.16], [1.18, -0.73, -1.94], [0.72, -0.07, 0.15], [-1.86, -0.63, 0.65], [-0.51, -0.13, 0.94], [0.09, 0.39, 1.34], [0.10, -0.11, 0.41], [-0.69, -0.34, 0.49], [-0.35, 0.72, -0.88], [0.33, 1.33, 1.02], [-0.12, 0.08, 0.18], [0.30, -0.15, 0.08], [-0.12, 0.55, -0.04], [-0.23, -0.16, -0.18], [0.19, 0.04, -0.11], [-0.29, -0.18, -0.03], [-0.30, 0.01, 0.06], [0.06, 0.21, 0.46], [0.46, -0.13, -0.59], [0.31, -1.02, -0.90], [-0.19, 0.63, -0.17], [-0.30, -0.11, 0.08], [0.81, -0.17, -0.01], [-0.09, 0.33, 0.25], [-0.40, -0.35, 0.33], [0.09, -0.03, 0.23], [0.00, -0.20, -0.26], [0.41, -0.01, -0.32], [-0.66, -0.46, 0.26], [0.33, -0.51, -0.24], [0.67, -0.36, -0.80], [-0.34, 0.26, -0.17]],
  "mulliken_charge": [-0.7085, -0.1105, -0.2574, 0.0425, -1.2932, 0.8393, 0.0925, 0.4994, -0.4524, -0.6238, -0.6194, -0.7466, -0.4397, -0.6598, -0.3959, 0.9577, -0.2609, 0.0513, 0.7015, 0.2138, 0.0209, 0.0953, -1.2863, -0.9853, -0.9741, -0.6665, -0.7027, 0.5586, 0.4041, 0.3711, 0.4848, 0.3965, 0.4374, 0.4087, 0.5106, 0.3500, 0.3726, 0.6225, 0.3179, 0.2547, 0.3114, 0.3805, 0.3316, 0.3874, 0.2344, 0.4142, 0.3407, 0.4720, 0.3072]
}